ORCA calculation (wB97M-V/def2-TZVPD) on a molecular structure, C21H23BBrN2O3PtS.

For the total energy, the calculation gives -4265.326753 hartree. Its multiplicity is 6. For the maximum force, the calculation gives 5.74 eV/A. The energy relative to the best compared isomer or geometry (same formula, charge and spin) comes out at 0.0 kJ/mol. The HOMO energy (spin up / spin down) is -4.711 / -8.140 eV.

Element x y z (Å)
C (-0.94, -5.35, -1.90)
C (-1.75, -5.29, -0.59)
O (-1.15, 2.74, -1.18)
H (1.64, 6.85, -2.83)
C (2.13, 2.72, 0.44)
N (0.87, 2.72, 0.94)
H (-1.98, -6.58, 1.18)
C (0.40, 6.02, -1.25)
H (1.48, 4.81, -4.26)
C (-1.42, -1.55, 0.19)
C (-0.60, -2.74, 2.12)
C (-1.40, -6.55, 0.23)
H (-2.13, -2.68, -1.48)
C (1.08, 5.98, -2.53)
H (-3.57, -4.50, -1.56)
C (3.28, 2.72, 1.22)
H (-0.18, -2.72, 3.11)
H (-1.15, -6.29, -2.46)
H (-3.86, -5.31, 0.02)
H (0.49, 6.92, -0.65)
B (-1.15, 0.53, 0.82)
C (0.75, 2.72, 2.33)
C (-3.26, -5.35, -0.92)
O (-0.69, -0.31, 1.90)
C (3.13, 2.72, 2.61)
Br (-1.03, 2.72, 3.37)
H (-0.32, -6.58, 0.47)
H (0.15, -5.31, -1.69)
O (-1.61, -0.31, -0.26)
H (0.10, 2.85, -3.39)
C (-1.71, -2.74, -0.48)
C (0.22, 3.76, -2.83)
S (-1.15, 5.08, 0.80)
C (-0.88, -1.55, 1.45)
N (-0.41, 3.84, -1.61)
C (-1.44, -3.98, 0.15)
H (5.43, 2.72, 1.33)
H (-3.51, -6.29, -1.46)
H (4.75, 1.83, -0.04)
Pt (-1.15, 2.72, 0.82)
C (-0.88, -3.95, 1.47)
C (-0.34, 4.98, -0.78)
H (4.75, 3.61, -0.04)
H (-0.65, -4.86, 2.01)
H (4.00, 2.72, 3.26)
H (-1.64, -7.48, -0.34)
C (1.85, 2.72, 3.18)
H (1.74, 2.72, 4.26)
C (4.63, 2.72, 0.58)
H (-2.87, 2.72, 0.82)
H (2.18, 2.72, -0.64)
C (0.99, 4.88, -3.30)
H (-1.19, -4.50, -2.58)

Need the Mulliken charges? In units of e they are: number 1, C, carries -1.4947; number 2, C, carries 2.0577; number 3, O, carries -0.5300; number 4, H, carries 0.4037; number 5, C, carries -0.5951; number 6, N, carries -0.9236; number 7, H, carries 0.3998; number 8, C, carries -0.5019; number 9, H, carries 0.4188; number 10, C, carries 0.2641; number 11, C, carries -1.4558; number 12, C, carries -1.9441; number 13, H, carries 0.4420; number 14, C, carries -0.4260; number 15, H, carries 0.2968; number 16, C, carries 0.8608; number 17, H, carries 0.4420; number 18, H, carries 0.4119; number 19, H, carries 0.3470; number 20, H, carries 0.4088; number 21, B, carries -0.1607; number 22, C, carries -0.1625; number 23, C, carries -1.4985; number 24, O, carries -0.5540; number 25, C, carries -0.7379; number 26, Br, carries -0.2917; number 27, H, carries 0.3983; number 28, H, carries 0.3470; number 29, O, carries -0.5330; number 30, H, carries 0.4591; number 31, C, carries -0.8598; number 32, C, carries -0.3997; number 33, S, carries -0.1924; number 34, C, carries 0.9739; number 35, N, carries 0.4118; number 36, C, carries 0.1952; number 37, H, carries 0.3434; number 38, H, carries 0.4123; number 39, H, carries 0.3123; number 40, Pt, carries 2.5788; number 41, C, carries -0.3407; number 42, C, carries 0.2507; number 43, H, carries 0.2903; number 44, H, carries 0.4307; number 45, H, carries 0.2960; number 46, H, carries 0.3906; number 47, C, carries -0.6079; number 48, H, carries 0.3794; number 49, C, carries -1.3182; number 50, H, carries 0.0444; number 51, H, carries 0.5014; number 52, C, carries -0.5362; number 53, H, carries 0.2952